Entry 1:
The following is a quantum chemistry calculation of C37H72F3O35Rb as an isolated structure at a distorted geometry, from the Open Molecules 2025 dataset.

Positions of all 148 atoms, in Å:
Rb (-3.969, -0.451, 3.649)
C (-0.294, 0.828, -0.994)
O (0.209, -0.329, -1.766)
O (-1.419, 0.347, -0.285)
C (0.829, 1.642, -0.357)
F (1.857, 1.916, -1.172)
F (0.361, 2.800, 0.103)
F (1.380, 0.948, 0.602)
C (0.705, -1.473, -1.040)
C (0.745, -2.522, -2.138)
H (1.085, -2.146, -3.104)
H (1.338, -3.378, -1.816)
H (-0.246, -2.816, -2.484)
H (0.000, -1.840, -0.294)
H (1.645, -1.141, -0.599)
H (-0.823, 1.450, -1.717)
C (-6.694, 3.372, 6.421)
O (-6.429, 4.367, 5.464)
C (-5.375, 4.306, 4.688)
O (-4.424, 3.489, 4.865)
O (-5.455, 5.193, 3.687)
C (-4.297, 5.460, 2.805)
H (-7.639, 3.542, 6.935)
H (-5.988, 3.370, 7.252)
H (-6.706, 2.325, 6.118)
H (-3.398, 5.395, 3.417)
H (-4.333, 6.474, 2.407)
H (-4.310, 4.736, 1.990)
C (6.607, -0.879, -4.098)
O (7.028, 0.055, -3.088)
C (6.967, -0.284, -1.754)
O (6.808, -1.454, -1.305)
O (7.048, 0.839, -1.008)
C (6.939, 0.673, 0.368)
H (6.784, -1.933, -3.883)
H (7.290, -0.640, -4.914)
H (5.603, -0.575, -4.395)
H (7.037, 1.642, 0.858)
H (7.724, 0.030, 0.765)
H (5.928, 0.268, 0.421)
C (0.732, -0.115, 8.926)
O (0.461, 1.212, 8.521)
C (1.085, 1.740, 7.450)
O (1.766, 1.168, 6.607)
O (0.716, 3.064, 7.329)
C (1.120, 3.774, 6.198)
H (0.158, -0.751, 8.251)
H (0.573, -0.431, 9.957)
H (1.796, -0.319, 8.811)
H (2.143, 3.517, 5.924)
H (0.996, 4.844, 6.370)
H (0.578, 3.511, 5.290)
C (-7.681, 1.319, 0.105)
O (-8.744, 0.645, 0.724)
C (-9.342, -0.445, 0.128)
O (-8.961, -0.958, -0.960)
O (-10.300, -0.913, 0.919)
C (-10.887, -2.171, 0.799)
H (-6.987, 0.673, -0.433)
H (-7.098, 1.638, 0.969)
H (-7.993, 2.144, -0.535)
H (-11.316, -2.440, -0.166)
H (-11.629, -2.318, 1.585)
H (-10.185, -2.980, 0.999)
C (-7.755, -1.374, -6.750)
O (-6.635, -1.584, -7.588)
C (-5.429, -1.689, -6.905)
O (-5.159, -1.488, -5.737)
O (-4.629, -2.203, -7.799)
C (-3.359, -2.679, -7.393)
H (-7.731, -0.596, -5.987)
H (-7.927, -2.329, -6.252)
H (-8.644, -1.114, -7.325)
H (-3.486, -3.273, -6.488)
H (-2.751, -1.805, -7.157)
H (-2.939, -3.312, -8.174)
C (-0.328, -5.665, 9.231)
O (-0.991, -6.012, 8.082)
C (-0.421, -5.631, 6.890)
O (0.651, -5.033, 6.691)
O (-1.280, -6.171, 5.959)
C (-1.159, -6.026, 4.584)
H (-0.732, -4.743, 9.649)
H (0.751, -5.731, 9.092)
H (-0.522, -6.426, 9.986)
H (-0.341, -6.605, 4.154)
H (-1.078, -4.988, 4.260)
H (-2.052, -6.380, 4.068)
C (-0.834, -8.310, -2.913)
O (-0.368, -8.572, -4.221)
C (-1.168, -9.092, -5.207)
O (-2.382, -9.457, -5.130)
O (-0.513, -9.087, -6.314)
C (-1.020, -9.413, -7.638)
H (-1.155, -9.192, -2.360)
H (-1.561, -7.536, -3.161)
H (-0.026, -7.835, -2.357)
H (-2.095, -9.284, -7.761)
H (-0.932, -10.495, -7.735)
H (-0.532, -8.794, -8.391)
C (6.396, 5.876, -0.917)
O (7.526, 6.556, -0.364)
C (7.603, 7.009, 0.822)
O (6.701, 6.963, 1.674)
O (8.758, 7.588, 0.990)
C (9.220, 8.103, 2.224)
H (6.072, 5.069, -0.260)
H (6.644, 5.286, -1.800)
H (5.626, 6.615, -1.138)
H (8.476, 8.829, 2.554)
H (10.160, 8.633, 2.073)
H (9.236, 7.308, 2.970)
C (5.127, -4.669, 1.915)
O (5.656, -5.780, 1.216)
C (4.756, -6.758, 0.840)
O (3.541, -6.823, 1.174)
O (5.311, -7.576, -0.041)
C (4.681, -8.780, -0.510)
H (6.041, -4.101, 2.089)
H (4.598, -4.894, 2.841)
H (4.452, -4.096, 1.279)
H (3.641, -8.665, -0.814)
H (4.641, -9.458, 0.343)
H (5.215, -9.214, -1.355)
C (1.484, 8.813, 1.619)
O (0.512, 9.266, 2.472)
C (0.518, 10.638, 2.764)
O (1.272, 11.518, 2.288)
O (-0.539, 10.904, 3.602)
C (-0.992, 12.215, 3.769)
H (2.496, 9.187, 1.773)
H (1.209, 9.001, 0.581)
H (1.701, 7.748, 1.696)
H (-0.124, 12.874, 3.784)
H (-1.282, 12.430, 4.797)
H (-1.793, 12.432, 3.063)
C (1.786, 1.897, -6.342)
O (0.910, 1.874, -7.522)
C (1.059, 0.897, -8.405)
O (1.911, 0.060, -8.342)
O (0.067, 1.074, -9.356)
C (-0.168, 0.096, -10.374)
H (1.575, 1.008, -5.748)
H (1.448, 2.697, -5.684)
H (2.857, 1.933, -6.541)
H (-0.200, -0.878, -9.885)
H (0.655, -0.079, -11.067)
H (-1.026, 0.282, -11.019)

Output
* HOMO energy: -5.698 eV
* ΔE to the lowest compared entry with this formula, charge and spin: 210.06 kcal/mol
* E: -4409.8279 a.u.

***

Entry 2:
The following is a quantum chemistry calculation of C37H73Br3Cl2N6O4PS as an isolated structure, from the Open Molecules 2025 dataset.

Positions of all 127 atoms, in Å:
C (-3.523, 1.356, -2.895)
C (-3.046, 1.981, -1.823)
C (-1.867, 2.902, -1.894)
C (-0.457, 2.428, -1.396)
C (0.460, 3.560, -1.895)
C (-0.187, 2.309, 0.135)
C (-0.810, 3.466, 0.972)
C (-2.329, 3.729, 1.119)
C (-2.781, 5.112, 0.613)
Cl (-4.300, 5.011, -0.343)
C (-0.239, 0.913, 0.848)
C (0.606, 1.014, 2.157)
C (-1.710, 0.675, 1.341)
C (-2.121, -0.556, 2.151)
C (-2.755, -1.752, 1.439)
C (-4.037, -1.460, 0.627)
C (-5.039, -0.483, 1.253)
C (-6.030, 0.117, 0.239)
C (-6.662, -0.892, -0.720)
C (-7.805, -0.295, -1.554)
C (-7.306, 0.448, -2.798)
C (0.505, -0.154, -0.074)
Br (2.367, 0.541, -0.220)
P (0.691, -1.896, 0.748)
S (2.461, -2.476, 1.339)
C (-0.144, -0.298, -1.494)
N (-1.512, -0.654, -1.336)
C (0.398, -1.335, -2.512)
Br (2.130, -2.041, -2.327)
C (-0.356, -1.746, -3.551)
C (-1.726, -1.276, -3.997)
Br (0.296, -3.065, -4.741)
N (-0.173, 1.106, -2.207)
Cl (1.157, 1.245, -3.338)
H (-3.158, 1.582, -3.897)
H (-4.310, 0.612, -2.816)
H (-3.580, 1.840, -0.886)
H (-1.728, 3.126, -2.962)
H (-2.041, 3.870, -1.429)
H (0.320, 3.782, -2.950)
H (1.504, 3.394, -1.629)
H (0.137, 4.464, -1.376)
H (0.874, 2.561, 0.212)
H (-0.390, 3.330, 1.973)
H (-0.343, 4.394, 0.627)
H (-2.948, 2.958, 0.672)
H (-2.571, 3.689, 2.186)
H (-3.009, 5.787, 1.436)
H (-2.041, 5.582, -0.038)
H (1.096, 0.071, 2.414)
H (-0.042, 1.263, 3.002)
H (1.368, 1.793, 2.101)
H (-2.453, 0.875, 0.561)
H (-1.845, 1.509, 2.033)
H (-2.888, -0.218, 2.859)
H (-1.303, -0.859, 2.790)
H (-2.055, -2.292, 0.795)
H (-3.014, -2.470, 2.224)
H (-3.814, -1.124, -0.396)
H (-4.547, -2.423, 0.503)
H (-4.523, 0.349, 1.741)
H (-5.618, -0.991, 2.034)
H (-5.513, 0.907, -0.328)
H (-6.826, 0.622, 0.798)
H (-5.898, -1.277, -1.412)
H (-7.015, -1.758, -0.148)
H (-8.376, 0.395, -0.925)
H (-8.463, -1.107, -1.876)
H (-8.128, 0.679, -3.481)
H (-6.816, 1.392, -2.539)
H (-6.584, -0.169, -3.346)
H (-0.165, -2.042, 1.855)
H (0.192, -2.775, -0.230)
H (-1.676, -1.628, -1.154)
H (-2.109, -0.015, -0.845)
H (-1.853, -1.511, -5.052)
H (-2.525, -1.762, -3.435)
H (-1.850, -0.197, -3.900)
H (-0.975, 1.026, -2.842)
C (4.690, -2.385, 4.286)
O (4.397, -2.326, 5.466)
N (5.891, -2.763, 3.799)
C (6.120, -2.826, 2.371)
C (6.961, -3.115, 4.720)
H (3.967, -2.140, 3.489)
H (6.383, -3.841, 2.063)
H (6.921, -2.152, 2.057)
H (5.190, -2.534, 1.895)
H (6.657, -3.947, 5.356)
H (7.200, -2.270, 5.366)
H (7.840, -3.392, 4.145)
C (10.088, -2.950, 1.739)
O (9.920, -3.414, 2.851)
N (9.969, -3.658, 0.598)
C (10.183, -3.065, -0.704)
C (9.621, -5.065, 0.695)
H (10.359, -1.894, 1.571)
H (9.284, -3.137, -1.320)
H (11.002, -3.559, -1.230)
H (10.437, -2.013, -0.583)
H (8.658, -5.192, 1.190)
H (10.367, -5.607, 1.277)
H (9.570, -5.485, -0.307)
C (-0.679, 6.380, -4.780)
O (-0.483, 5.750, -3.752)
N (-1.012, 5.824, -5.957)
C (-1.232, 6.618, -7.152)
C (-1.158, 4.383, -6.028)
H (-0.595, 7.476, -4.821)
H (-2.249, 6.486, -7.523)
H (-0.532, 6.334, -7.939)
H (-1.082, 7.669, -6.916)
H (-1.939, 4.043, -5.345)
H (-0.224, 3.886, -5.756)
H (-1.427, 4.104, -7.044)
C (0.299, -2.978, 4.163)
O (-0.765, -2.614, 3.642)
N (0.371, -3.655, 5.302)
C (1.652, -4.055, 5.868)
C (-0.859, -4.000, 5.999)
H (1.252, -2.756, 3.682)
H (1.706, -5.141, 5.955)
H (1.791, -3.613, 6.855)
H (2.462, -3.709, 5.223)
H (-1.497, -4.618, 5.367)
H (-1.415, -3.100, 6.262)
H (-0.606, -4.546, 6.903)

Output
* HOMO energy: -10.473 eV
* net charge: +1
* E: -11464.7337 a.u.

***

Entry 3:
The following is a quantum chemistry calculation of a 3-piece molecular cluster, C37H73ClF3N6O7S3Si overall at a distorted geometry, from the Open Molecules 2025 dataset.

Positions of all 131 atoms, in Å:
C (-1.483, 1.946, 2.955)
O (-2.128, 2.091, 1.696)
C (-1.455, 1.434, 0.665)
C (-2.347, 1.459, -0.584)
S (-4.028, 0.875, 0.005)
O (-4.788, 1.870, 0.685)
O (-4.701, 0.296, -1.123)
C (-3.724, -0.586, 1.152)
F (-4.858, -1.306, 1.103)
F (-3.465, -0.201, 2.400)
F (-2.715, -1.332, 0.649)
N (-2.040, 0.567, -1.675)
C (-0.830, -0.287, -1.577)
C (0.522, 0.248, -2.076)
C (1.484, 0.641, -0.950)
S (3.176, 0.011, -1.220)
C (-2.444, 1.218, -2.828)
N (-2.489, 0.696, -4.019)
C (-2.243, -0.749, -4.202)
C (-0.850, -1.129, -4.616)
O (-0.479, -2.286, -4.496)
O (-0.082, -0.149, -5.101)
Si (-2.887, 1.587, -5.593)
C (-4.754, 1.471, -5.822)
C (-2.154, 0.683, -7.061)
C (-2.210, 3.328, -5.648)
N (-2.873, 2.496, -2.572)
C (-4.335, 2.780, -2.705)
C (-4.620, 4.124, -3.358)
C (-5.880, 4.777, -2.793)
C (-7.145, 4.248, -3.471)
C (-7.282, 4.674, -4.927)
N (-8.656, 4.760, -5.409)
C (-2.335, 2.846, -1.243)
S (-0.682, 3.482, -1.731)
Cl (-3.107, 4.168, -0.388)
H (-0.622, 1.284, 2.919)
H (-1.135, 2.915, 3.289)
H (-2.168, 1.554, 3.693)
H (-1.263, 0.410, 0.986)
H (-0.479, 1.888, 0.504)
H (-0.686, -0.605, -0.559)
H (-1.017, -1.211, -2.099)
H (0.434, 1.039, -2.807)
H (1.007, -0.577, -2.582)
H (1.194, 0.182, -0.015)
H (1.580, 1.711, -0.853)
H (3.441, 0.547, -2.419)
H (-2.903, -1.080, -4.994)
H (-2.561, -1.281, -3.322)
H (0.799, -0.536, -5.195)
H (-4.961, 0.722, -6.578)
H (-5.175, 2.408, -6.159)
H (-5.251, 1.115, -4.929)
H (-2.239, -0.397, -6.991)
H (-1.108, 0.911, -7.201)
H (-2.736, 0.965, -7.929)
H (-1.419, 3.349, -6.390)
H (-2.983, 3.983, -6.027)
H (-1.785, 3.703, -4.728)
H (-4.860, 2.701, -1.762)
H (-4.760, 2.023, -3.342)
H (-4.721, 4.033, -4.430)
H (-3.788, 4.797, -3.180)
H (-5.950, 4.587, -1.727)
H (-5.860, 5.848, -2.950)
H (-8.008, 4.624, -2.930)
H (-7.187, 3.166, -3.373)
H (-6.782, 5.619, -5.122)
H (-6.798, 3.934, -5.557)
H (-8.985, 3.867, -5.736)
H (-9.274, 5.079, -4.679)
H (-0.244, 3.981, -0.566)
C (6.326, -3.932, 1.722)
C (6.202, -2.451, 1.310)
C (6.439, -2.338, -0.194)
C (7.904, -2.567, -0.570)
C (8.825, -1.635, 0.218)
C (8.600, -1.663, 1.731)
N (7.145, -1.573, 2.062)
O (6.753, -0.345, 1.966)
C (9.217, -2.928, 2.358)
C (9.357, -0.503, 2.368)
C (4.772, -2.068, 1.667)
H (5.474, -4.488, 1.331)
H (7.203, -4.434, 1.325)
H (6.324, -4.041, 2.807)
H (6.133, -1.345, -0.542)
H (5.804, -3.058, -0.716)
H (8.187, -3.609, -0.403)
H (8.036, -2.390, -1.639)
H (9.868, -1.881, 0.010)
H (8.672, -0.614, -0.145)
H (8.976, -2.985, 3.419)
H (10.302, -2.893, 2.266)
H (8.909, -3.857, 1.887)
H (9.087, 0.458, 1.935)
H (10.426, -0.642, 2.211)
H (9.176, -0.458, 3.442)
H (4.611, -2.138, 2.744)
H (4.069, -2.745, 1.180)
H (4.518, -1.058, 1.350)
C (-1.575, -2.695, 6.919)
C (-1.072, -1.503, 6.079)
C (-1.808, -1.488, 4.744)
C (-1.367, -2.625, 3.819)
C (0.149, -2.618, 3.624)
C (0.949, -2.576, 4.925)
N (0.404, -1.544, 5.858)
O (0.813, -0.374, 5.489)
C (0.972, -3.958, 5.605)
C (2.409, -2.277, 4.599)
C (-1.427, -0.274, 6.908)
H (-2.595, -2.500, 7.246)
H (-1.620, -3.636, 6.378)
H (-0.962, -2.835, 7.809)
H (-1.633, -0.532, 4.241)
H (-2.883, -1.551, 4.921)
H (-1.696, -3.590, 4.213)
H (-1.857, -2.518, 2.849)
H (0.454, -3.492, 3.045)
H (0.413, -1.742, 3.019)
H (1.467, -3.897, 6.574)
H (1.531, -4.663, 4.991)
H (-0.009, -4.401, 5.751)
H (2.529, -1.364, 4.019)
H (2.821, -3.095, 4.009)
H (3.004, -2.184, 5.508)
H (-0.886, -0.280, 7.855)
H (-2.493, -0.275, 7.130)
H (-1.202, 0.658, 6.394)

Output
* spin multiplicity: 3
* HOMO energy (spin up / spin down): -9.764 / -10.666 eV
* ΔE to the lowest compared entry with this formula, charge and spin: 20.73 kcal/mol
* net charge: +1
* <S²>: 2.008
* E: -4552.3206 a.u.